{
  "formula": "C3H3FN2S",
  "method": "wB97M-V/def2-TZVPD",
  "elements": ["F", "C", "N", "C", "N", "C", "S", "H", "H", "H"],
  "xyz": [[0.0224, 2.3885, -0.1453], [-0.2597, 1.1188, -0.0827], [-1.5597, 0.7200, -0.0988], [-1.4797, -0.5720, -0.1161], [-0.1665, -1.0043, -0.1301], [0.6410, 0.0889, -0.1082], [2.4155, 0.1827, -0.1917], [-2.2991, -1.2606, -0.1112], [0.1416, -1.9948, -0.1347], [2.5441, 0.3328, 1.1189]],
  "orbital_gap_ev": 9.5,
  "lumo_energy_ev": 0.632,
  "de_lowest_kcal_mol": 5.16,
  "fmax_ev_per_a": 2.459,
  "smiles": "Fc1nc[nH]c1S"
}


{
  "formula": "C5H6O2Pb",
  "method": "wB97M-V/def2-TZVPD",
  "elements": ["C", "C", "O", "H", "H", "Pb", "C", "C", "H", "H", "H", "O", "C", "H"],
  "xyz": [[0.0993, -0.6079, 2.4959], [1.1758, 0.2620, 1.7548], [-0.9164, -0.8784, 1.7977], [1.0177, 1.2586, 2.2021], [2.1563, -0.0862, 2.1053], [-1.4617, -0.6189, -0.1075], [0.3801, 1.1955, -0.4467], [1.1151, 0.3080, 0.2691], [-0.1689, 2.0055, 0.0456], [0.4135, 1.2323, -1.5383], [1.6987, -0.4522, -0.2613], [-1.7377, -1.1408, -3.1768], [-1.0950, -1.5442, -2.0987], [-2.6767, -0.9334, -3.0411]],
  "orbital_gap_ev": [5.9, 6.2],
  "lumo_energy_ev": [-0.631, -0.494],
  "de_lowest_kcal_mol": 11.81,
  "fmax_ev_per_a": 5.055
}